Entry 1:
Molecular formula: C25H30BO4
Method: DFT, wB97M-V/def2-TZVPD

Cartesian coordinates (Å):
C1 6.632 0.805 -0.865
C2 5.611 -0.057 -0.310
C3 5.685 -1.341 0.198
C4 4.360 -1.762 0.376
C5 3.469 -0.806 -0.167
B1 2.681 -1.204 -1.664
O1 1.857 -2.283 -1.755
C6 0.576 -1.581 -1.863
C7 -0.020 -1.951 -3.221
C8 -0.291 -2.212 -0.787
C9 1.003 0.010 -1.830
C10 0.255 0.924 -2.779
C11 1.277 0.722 -0.428
O2 2.354 -0.052 -2.368
O3 4.318 0.318 -0.450
H1 7.551 0.215 -0.887
H2 6.376 1.106 -1.889
H3 6.829 1.697 -0.257
H4 6.613 -1.877 0.346
H5 4.050 -2.684 0.832
H6 -1.067 -1.628 -3.272
H7 0.531 -1.518 -4.070
H8 -0.023 -3.045 -3.315
H9 -1.340 -2.254 -1.098
H10 0.055 -3.246 -0.679
H11 -0.206 -1.714 0.182
H12 -0.622 0.437 -3.205
H13 -0.078 1.824 -2.261
H14 0.951 1.188 -3.581
H15 0.312 0.800 0.398
H16 2.043 0.224 0.219
H17 1.609 1.747 -0.644
C12 -3.840 -2.252 5.267
O4 -4.110 -2.264 3.850
C13 -3.381 -1.440 3.052
C14 -3.629 -1.485 1.661
C15 -2.836 -0.766 0.798
C16 -1.708 -0.046 1.265
C17 -0.862 0.645 0.220
C18 -1.566 1.963 -0.135
C19 -2.336 2.019 -1.319
C20 -2.901 3.219 -1.751
C21 -2.819 4.344 -0.920
C22 -2.291 4.227 0.375
C23 -1.653 3.044 0.766
C24 -1.536 0.090 2.660
C25 -2.405 -0.544 3.545
H18 -4.452 -3.063 5.658
H19 -2.779 -2.444 5.464
H20 -4.134 -1.299 5.723
H21 -4.471 -2.067 1.294
H22 -3.060 -0.787 -0.277
H23 -0.958 0.040 -0.679
H24 -2.507 1.118 -1.931
H25 -3.346 3.281 -2.755
H26 -3.207 5.305 -1.264
H27 -2.286 5.072 1.074
H28 -1.228 2.959 1.772
H29 -0.707 0.688 3.057
H30 -2.343 -0.360 4.624

Forces on atoms 1 to 2 (eV/Å):
1.114 0.610 -0.113
-1.877 -0.876 0.327

- Kohn-Sham gap (eV) = 6.44
- E (hartree) = -1296.04323
- net charge = +1

Entry 2:
Molecular formula: C2H5O4PS
Method: DFT, wB97M-V/def2-TZVPD

Cartesian coordinates (Å):
C1 1.586 -0.293 0.676
C2 -1.463 -0.043 -0.572
O1 0.422 1.803 1.658
O2 1.244 0.055 3.301
O3 0.363 -1.983 0.514
O4 -0.661 -0.388 1.973
P1 -1.086 -1.410 0.714
S1 0.678 0.425 2.031
H1 2.524 -0.667 0.955
H2 1.528 0.277 -0.286
H3 -0.448 0.330 -0.835
H4 -2.155 0.656 -0.004
H5 -1.953 -0.360 -1.469

Forces on atoms 1 to 2 (eV/Å):
-2.735 -0.999 -1.110
0.725 -0.140 1.826

- Kohn-Sham gap (alpha / beta) (eV) = 7.29 / 7.28
- E (hartree) = -1119.61998

Relative energy (zero: lowest compared OMol25 entry of this formula, charge and spin) per entry: 511.0; 399.2 kJ/mol